# 1
The following is a quantum chemistry calculation of 2 unconnected molecules or ions with the total composition C2H7N2P2 in a non-equilibrium geometry, from the OMol25 dataset.

XYZ file:
```
13
Properties=species:S:1:pos:R:3:forces:R:3
H -2.522 -1.666 -0.731 0.0 0.4 0.0
P -2.547 0.850 -0.227 1.9 -2.5 -0.4
N 2.241 0.716 -1.117 -2.0 2.6 -0.7
H 0.281 -0.517 2.014 0.7 -1.8 0.9
P -0.187 0.820 0.379 1.0 -1.5 -2.8
C -1.924 -0.768 -0.524 -0.3 2.0 0.6
H 1.724 1.387 -1.815 0.9 -1.6 1.1
N 0.018 0.414 1.920 -0.5 0.9 -0.4
H 0.022 -0.945 -1.359 0.9 0.0 -1.6
H 0.273 1.048 2.631 0.2 0.6 0.9
H -0.061 -1.780 0.181 -0.1 0.6 -0.2
C -0.398 -0.902 -0.405 -1.7 1.0 2.0
H 3.079 1.343 -0.947 -0.9 -0.7 0.5
```
Positions in Å, forces in eV/Å.

## Properties
LUMO (alpha / beta) ... -7.283 / -7.282 eV
E_HOMO (alpha / beta) ... -0.4764 / -0.4764 Ha
Net charge ... +1
Energy above the lowest of the compared OMol25 structures with the same formula, charge and spin ... 436.79 kJ/mol

How is the electron density shared among the atoms? According to Löwdin, the charges in e are: 0.064 0.882 0.035 0.039 0.827 -0.492 0.001 -0.162 0.042 0.063 0.102 -0.401 0.002

---

# 2
The following is a quantum chemistry calculation of a single C15H12FN5O2S molecule in a non-equilibrium geometry, from the OMol25 dataset.

XYZ file:
```
36
Properties=species:S:1:pos:R:3:forces:R:3
C -4.514 3.714 -0.911 -0.6 -0.6 -0.4
O -0.444 -0.360 1.264 -1.3 0.6 0.1
S -2.042 -4.599 0.804 -0.3 -0.1 0.3
H 0.166 -3.335 0.457 -0.7 0.1 0.1
C -5.579 1.704 -0.601 0.6 0.4 0.1
C 4.448 -1.162 -0.083 0.8 -0.2 -0.8
H 6.148 2.294 -0.654 0.0 -0.1 0.1
H -2.263 -0.145 0.593 -0.6 -1.1 0.1
N -5.673 3.032 -0.879 0.7 -0.8 0.4
C 0.114 -1.343 0.832 0.5 1.4 0.7
H 4.015 -2.164 0.019 0.1 0.6 0.1
C 3.655 0.005 -0.036 0.7 0.2 0.7
H -2.379 3.675 -0.922 0.3 -0.1 0.1
C 4.315 1.251 -0.166 0.5 -1.5 -0.4
C -3.274 3.088 -0.777 -0.4 -0.8 0.2
C 1.543 -1.247 0.554 1.9 1.4 -1.0
N -2.886 -2.123 1.077 1.6 1.3 -0.8
N -3.041 -0.829 0.459 0.5 1.2 -0.1
H -3.748 -2.631 1.153 -0.4 0.0 -0.1
N -3.160 1.788 -0.488 -1.4 -0.1 0.1
H -4.542 4.788 -1.115 -0.2 -0.3 0.1
C 5.826 -1.115 -0.377 0.4 0.7 -0.2
C 2.219 -0.043 0.294 -1.5 -3.3 0.6
H 6.482 -2.016 -0.472 -0.9 0.8 0.2
H -6.459 1.050 -0.528 0.2 0.7 -0.1
H 2.020 -2.223 0.540 0.5 0.3 -0.2
C -4.286 -0.311 0.109 0.1 -3.2 0.8
N -0.473 -2.572 0.680 -0.1 0.5 -0.2
F 7.764 0.245 -0.789 -0.9 -0.2 -0.1
H 1.610 0.860 0.326 0.3 -0.1 0.0
C 6.421 0.151 -0.589 -0.8 0.0 0.5
C -4.340 1.098 -0.361 1.3 1.6 -0.2
O -5.286 -1.031 0.193 0.7 1.0 -0.2
C -1.792 -2.966 0.874 -1.0 -0.3 -0.5
H 3.769 2.134 0.016 -0.6 0.9 -0.1
C 5.667 1.337 -0.495 0.3 -1.0 0.1
```
Positions in Å, forces in eV/Å.

## Properties
LUMO ... -0.929 eV
E_HOMO ... -0.3149 Ha
SMILES string ... O=C(/C=C/c1ccc(F)cc1)NC(=S)NNC(=O)c1cnccn1

How is the electron density shared among the atoms? According to Löwdin, the charges in e are: -0.117 0.063 0.648 0.116 -0.041 -0.024 0.117 0.112 0.087 -0.477 0.107 -0.215 0.103 -0.023 -0.113 0.008 0.053 0.086 0.102 0.132 0.108 0.006 0.031 0.131 0.126 0.093 -0.399 0.075 0.048 0.122 -0.248 -0.167 0.044 -0.797 0.100 0.002

---

# 3
The following is a quantum chemistry calculation of a molecular structure, H27O14 in a non-equilibrium geometry, from the OMol25 dataset.

XYZ file:
```
41
Properties=species:S:1:pos:R:3:forces:R:3
O 0.349 1.946 -4.596 -4.1 1.7 -0.9
H -0.563 2.130 -4.141 2.8 -0.6 -1.4
O 0.446 0.320 -2.114 3.3 5.2 -5.6
H 1.538 3.276 -1.931 4.5 -0.7 -3.4
H 0.178 1.853 3.560 0.1 -0.4 0.3
H 1.637 -2.344 -1.799 -3.5 -1.0 0.1
O -3.084 -2.121 -3.882 1.6 0.0 -4.9
H 1.538 -1.882 2.941 -1.3 -2.8 2.6
H -2.275 1.132 -1.348 0.2 -2.6 -0.8
H -1.957 2.297 -2.436 0.1 -0.2 -1.6
O 0.691 -0.091 0.228 -1.9 0.0 1.5
O 2.919 -0.727 -1.121 -2.4 0.5 -0.3
H -1.529 -0.075 2.473 -1.5 1.9 1.3
H -3.249 -2.201 -2.999 0.0 -0.5 3.8
H 3.083 -0.255 3.755 -0.6 -0.5 -1.0
O 2.777 0.216 4.514 -1.4 1.4 2.1
O -1.846 -0.203 -0.295 4.0 -5.0 -2.9
H 0.687 0.039 1.217 -0.2 0.2 -1.8
H -1.534 -0.872 1.013 0.1 1.2 2.1
O -0.640 -1.862 4.208 6.6 -5.7 -1.9
H 0.622 2.514 -1.119 0.0 1.0 0.0
O 0.848 3.433 -1.407 -4.5 -0.4 3.5
H -0.371 0.675 -2.029 -4.0 0.9 1.0
H -0.706 -2.283 3.319 -0.9 1.6 1.2
H -0.562 -0.147 0.004 1.4 0.8 -0.1
O 1.898 -1.196 2.478 0.2 2.0 -3.4
O -2.160 2.022 -1.573 -0.2 3.3 1.7
H 2.921 -0.326 -2.032 -0.3 -0.4 1.6
H 0.604 -0.442 -1.737 0.5 -5.5 3.1
H -2.380 0.435 -0.021 -3.3 4.1 2.7
O -1.102 -0.694 1.954 0.9 -3.5 -2.1
H -0.048 -2.096 -1.688 1.6 -1.1 -0.2
H 1.272 -1.208 1.694 1.3 0.0 0.7
H -1.023 2.200 2.822 -0.6 0.4 -0.7
H 1.954 -0.478 -0.623 2.8 -0.1 -0.8
O 0.657 -2.784 -1.871 1.9 1.9 0.2
O -0.776 1.708 3.596 0.5 0.1 0.3
H 1.776 0.277 4.549 2.1 -0.7 -0.7
H -2.191 -2.468 -4.161 -1.6 0.6 1.2
H 0.873 1.640 -3.905 1.4 -1.2 2.1
H -1.273 -1.357 4.503 -5.6 4.0 1.4
```
Positions in Å, forces in eV/Å.

## Properties
LUMO ... 2.658 eV
E_HOMO ... -0.2673 Ha
Net charge ... -1
Energy above the lowest of the compared OMol25 structures with the same formula, charge and spin ... 601.02 kJ/mol

How is the electron density shared among the atoms? According to Löwdin, the charges in e are: -0.069 0.081 0.016 -0.052 0.047 0.097 -0.045 -0.021 -0.044 0.003 -0.274 -0.193 -0.027 -0.035 -0.016 -0.096 -0.215 0.025 0.044 -0.019 0.042 -0.017 -0.037 0.060 0.094 -0.044 -0.011 0.033 -0.102 -0.073 -0.129 0.028 0.043 0.035 0.051 -0.152 -0.036 0.049 0.075 -0.047 -0.072

---

# 4
The following is a quantum chemistry calculation of 2 unconnected molecules or ions with the total composition C29H57Cl2N2O3S in a non-equilibrium geometry, from the OMol25 dataset.

XYZ file:
```
94
Properties=species:S:1:pos:R:3:forces:R:3
N 0.071 -0.432 -1.671 -0.1 0.4 0.2
H -0.929 -1.719 -0.367 -0.9 0.9 -1.0
H -1.710 -3.400 -1.540 -0.3 1.1 -0.4
H 1.563 -1.302 -0.346 -0.6 1.4 -0.8
O 4.768 -2.894 -0.541 -2.6 0.6 -3.9
H -0.622 1.698 -2.134 0.7 -1.6 0.0
C -2.367 7.076 -2.669 0.0 -0.2 -0.4
H 1.492 -4.378 4.788 -0.5 0.3 -1.7
H 0.484 0.764 -3.375 -1.2 0.5 1.4
C -3.657 -1.187 -5.345 -0.5 1.0 0.2
H 3.402 -3.599 3.698 -1.4 0.3 -1.2
H 3.372 -0.414 -3.784 -0.3 -1.1 1.5
H -4.149 0.083 -2.298 0.3 -0.5 0.3
H 2.218 -1.670 -3.126 1.3 0.5 0.5
C 2.629 0.102 -1.749 0.6 -0.4 0.2
H 3.144 1.118 4.674 0.4 0.7 -1.6
C 2.325 -2.115 2.335 1.3 0.4 0.5
H -0.575 -2.779 1.497 -0.2 -0.7 1.1
H -1.164 -0.731 -4.092 -0.6 1.1 1.3
H 2.519 0.666 1.695 0.8 -0.3 1.3
H 0.937 1.900 2.390 0.6 1.1 0.7
H -2.680 7.833 -1.948 0.0 -0.2 0.0
C -2.374 -2.498 2.774 0.9 0.0 0.4
Cl -2.358 2.780 -4.211 0.2 -2.3 0.3
H 2.885 3.545 4.274 0.0 -0.8 -1.6
H 1.479 -0.485 3.715 1.6 -0.8 0.0
H 2.531 1.121 -2.268 -0.1 -1.5 0.8
H 3.500 0.221 -1.006 -1.4 -0.2 -1.0
H -4.281 -1.505 -4.434 1.0 0.3 -1.4
H 1.365 -1.962 1.741 1.0 -0.5 0.9
C -1.599 0.031 -3.339 0.4 -0.3 -0.5
H -1.075 -0.575 2.864 -1.3 -0.6 -0.3
C -2.255 -0.837 -2.150 -0.8 -1.7 1.8
H 0.256 -1.258 -2.275 -0.5 0.5 0.1
C 3.099 -0.995 -2.825 -0.6 1.4 -1.3
C -0.345 0.690 -2.581 0.2 0.1 -3.1
C -2.694 7.520 -4.081 0.0 0.1 -0.1
C 1.267 2.861 2.910 -0.2 1.3 0.0
H 0.136 -2.143 3.970 0.0 -1.6 -0.4
H 0.968 -5.235 3.265 0.1 1.8 0.5
C 1.204 -4.187 3.685 0.5 0.3 1.1
H -4.280 -1.392 -6.287 1.1 0.3 1.4
C -1.209 -0.750 -0.899 0.1 -0.3 1.5
H -1.816 1.276 -0.080 0.3 -1.6 0.5
C 3.188 0.342 2.566 0.1 -0.8 1.1
H 3.190 -1.986 1.577 -1.3 -0.3 1.1
C -1.009 -3.312 2.409 -1.0 0.7 0.6
C -1.546 0.229 0.318 -0.2 1.0 -0.3
C -2.502 0.943 -4.270 -1.7 -0.3 -1.2
H -0.743 -3.621 4.586 1.0 0.6 -1.4
H 1.848 -3.440 -1.351 1.5 -0.6 -0.6
H 3.446 3.460 2.519 -1.0 -0.8 0.9
H -1.291 6.911 -2.551 0.1 0.2 0.0
H -2.645 -2.717 3.875 0.3 0.1 -1.8
H 0.305 2.229 4.868 0.0 1.6 -0.9
H 4.631 1.597 3.706 -1.7 0.1 0.0
C -2.151 -0.910 2.675 -1.5 0.4 -0.1
H 1.094 3.719 2.155 0.2 -1.4 1.1
Cl -4.413 1.499 -6.269 1.3 -1.6 1.5
H 3.080 -4.815 -1.111 0.0 1.7 -0.7
C 2.858 -3.864 -1.702 -0.1 0.7 -1.3
C -0.081 -3.236 3.719 -0.7 -1.1 -0.2
C 2.506 -3.571 2.973 -0.2 -0.6 -0.9
H -3.398 0.610 1.502 1.0 -1.5 -0.4
H -3.238 -2.820 2.104 1.1 0.5 0.9
O 4.292 -1.715 -2.443 -2.4 -1.4 1.1
C 2.820 2.919 3.304 0.0 -0.3 0.9
H -2.763 5.199 -2.997 -0.1 0.2 0.1
C 3.486 1.501 3.640 0.3 -0.2 -0.3
C 2.506 -0.894 3.384 -0.3 0.7 -2.1
H 1.200 0.524 -0.105 0.1 -1.5 -1.1
N -3.668 -0.648 -1.760 1.0 1.0 -0.7
C 1.348 -0.311 -0.885 1.5 1.4 1.2
O -3.052 5.866 -2.362 0.0 -0.2 0.2
H -3.770 7.672 -4.196 0.1 0.0 0.1
H -2.178 8.451 -4.327 0.0 -0.1 -0.1
H 3.191 -1.157 4.254 -1.1 0.2 -1.1
C 4.013 -2.777 -1.540 2.6 -0.9 3.9
H -0.798 3.146 3.698 1.4 0.0 0.8
H 2.803 -4.128 -2.820 -0.2 0.3 1.6
H 0.444 4.120 4.671 -0.1 -1.6 -0.7
H -2.665 -1.771 -5.360 -1.6 1.0 0.0
H -1.246 -4.387 2.080 0.4 1.5 0.7
H -3.387 -1.098 0.792 0.9 1.2 0.5
H -4.185 -1.531 -1.731 0.3 0.7 -0.2
S -2.221 -2.674 -2.604 0.7 -0.7 -0.4
H -2.784 -0.415 3.505 1.1 -0.8 -1.2
H -2.401 6.754 -4.806 0.1 0.1 0.0
H 4.152 -0.066 2.106 -1.2 0.7 0.6
H -0.642 0.396 1.013 -1.1 -0.5 -1.3
H 2.797 -4.279 2.109 -0.4 1.1 1.3
C -3.421 0.396 -5.192 1.4 0.4 1.1
C 0.261 3.123 4.140 -0.1 -0.7 -0.6
C -2.735 -0.303 1.279 0.6 0.2 0.4
```
Positions in Å, forces in eV/Å.

## Properties
LUMO ... -2.808 eV
E_HOMO ... -0.4435 Ha
Net charge ... +1

How is the electron density shared among the atoms? According to Löwdin, the charges in e are: -0.098 0.120 -0.105 0.126 0.063 0.144 -0.322 0.112 0.154 -0.099 0.119 0.147 0.093 0.119 -0.107 0.112 -0.216 0.067 0.129 0.075 0.066 0.115 -0.196 0.603 0.116 0.098 0.126 0.145 0.076 0.072 -0.237 0.092 -0.613 0.147 -0.185 -0.068 -0.092 -0.267 0.092 0.115 -0.194 0.092 -0.228 0.127 -0.212 0.094 -0.194 -0.123 -0.552 0.120 0.073 0.108 0.106 0.113 0.079 0.116 -0.188 0.108 0.591 0.107 0.001 -0.210 -0.189 0.122 0.104 -0.037 -0.208 0.014 -0.205 -0.185 0.129 0.031 -0.111 -0.100 0.080 0.077 0.122 -0.403 0.069 0.102 0.082 0.075 0.117 0.091 0.061 0.798 0.118 0.069 0.110 0.098 0.103 -0.611 -0.131 -0.163

---

# 5
The following is a quantum chemistry calculation of a molecular structure, C33H22F4N6OOs, from the OMol25 dataset.

XYZ file:
```
67
Properties=species:S:1:pos:R:3:forces:R:3
H -4.066 -2.560 -2.288 0.0 0.0 0.0
C 0.938 1.232 -2.433 -0.2 -0.2 -0.1
C -0.563 -0.606 3.506 0.0 0.0 0.0
H -1.344 -3.099 4.001 0.0 0.0 0.0
C 0.502 -2.060 -9.310 0.1 0.0 0.0
F -0.406 -0.767 -3.420 0.0 0.0 0.0
C 1.968 2.729 -3.908 0.0 0.1 0.0
N -2.315 -3.159 9.546 0.0 0.0 0.0
F -0.963 -2.448 -5.319 0.0 0.0 0.0
C -0.163 -1.427 -5.624 0.0 0.0 0.0
N -1.342 -4.352 -7.640 0.0 0.0 0.0
C 0.331 -1.284 -6.940 0.0 0.0 0.0
C -2.018 -2.727 8.524 0.0 0.0 0.0
N 2.496 3.752 -3.953 0.0 0.0 0.0
C -3.059 -2.704 -1.918 0.0 0.0 0.0
N 0.644 1.024 -1.329 0.3 0.3 0.1
H -3.146 -0.204 0.176 0.0 0.0 0.0
C -2.467 -1.705 -1.193 0.0 0.0 0.0
C 1.442 0.737 -6.120 0.0 0.0 0.0
C 0.136 -0.541 -4.628 0.0 0.0 0.0
C -1.645 -2.186 7.245 0.0 0.0 0.0
H -0.075 3.590 -0.906 0.0 0.0 0.0
H -2.605 0.422 -1.369 0.0 0.0 0.0
N -0.489 -0.988 -0.086 0.0 0.0 0.1
C -1.076 -4.110 -1.749 0.0 0.0 0.0
H -4.164 -0.413 -1.263 0.0 0.0 0.0
C 1.121 3.554 0.900 0.0 0.0 0.0
C 2.459 3.550 0.176 0.0 0.0 0.0
N 0.860 -2.008 -10.404 0.0 0.0 0.0
C -1.678 -2.999 6.114 0.0 0.0 0.0
C 1.146 -0.143 -7.128 0.0 0.0 0.0
H 0.266 4.254 2.757 0.0 0.0 0.0
C -0.245 -0.134 2.423 0.0 -0.1 0.1
C 1.219 4.290 2.230 0.0 0.0 0.0
H 1.484 5.334 2.057 0.0 0.0 0.0
H -0.591 0.700 5.825 0.0 0.0 0.0
C -0.927 -1.141 4.775 0.0 0.0 0.0
C -1.321 -2.479 4.886 0.0 0.0 0.0
H -0.576 -5.042 -1.984 0.0 0.0 0.0
H 3.223 3.083 0.798 0.0 0.0 0.0
C -1.253 -0.852 7.145 0.0 0.0 0.0
C -1.105 -1.916 -0.728 0.0 0.0 0.0
H 1.359 -4.330 -0.770 0.0 0.0 0.0
C -0.415 -3.164 -1.016 0.0 0.0 0.0
H 1.645 -2.594 -0.981 0.0 0.0 0.0
H 1.047 -3.187 0.553 0.0 0.0 0.0
C 0.005 4.126 0.038 0.0 0.0 0.0
C 0.039 -2.208 -7.976 -0.1 0.0 0.0
O 0.786 2.193 1.236 0.0 -0.1 0.0
C 0.958 0.584 -4.809 0.0 0.0 0.0
H 2.398 3.017 -0.771 0.0 0.0 0.0
H 2.762 4.576 -0.036 0.0 0.0 0.0
H -2.873 -4.658 -2.797 0.0 0.0 0.0
C -3.139 -0.406 -0.897 0.0 0.0 0.0
F 1.667 0.095 -8.327 0.0 0.0 0.0
H 0.213 5.173 -0.182 0.0 0.0 0.0
H -0.949 4.063 0.564 0.0 0.0 0.0
C -0.896 -0.333 5.916 0.0 0.0 0.0
F 2.238 1.769 -6.406 0.0 0.0 0.0
C -2.383 -3.896 -2.207 0.0 0.0 0.0
C 0.986 -3.337 -0.527 0.0 0.0 0.0
Os 0.231 0.537 0.657 -0.1 0.0 -0.1
C -0.740 -3.377 -7.769 0.0 0.0 0.1
H -1.232 -0.232 8.030 0.0 0.0 0.0
C 1.274 1.496 -3.744 0.1 0.0 0.1
H -1.985 -4.032 6.205 0.0 0.0 0.0
H 1.985 3.835 2.859 0.0 0.0 0.0
```
Positions in Å, forces in eV/Å.

## Properties
LUMO (alpha / beta) ... -1.582 / -3.452 eV
E_HOMO (alpha / beta) ... -0.2875 / -0.3147 Ha
Multiplicity ... 5
Energy above the lowest of the compared OMol25 structures with the same formula, charge and spin ... 19.74 kJ/mol

How is the electron density shared among the atoms? According to Löwdin, the charges in e are: 0.119 -0.138 -0.074 0.121 -0.185 0.104 -0.220 0.164 0.117 -0.143 0.187 -0.044 -0.178 0.161 -0.035 0.018 0.081 -0.201 -0.147 -0.139 -0.224 0.065 0.080 -0.117 -0.034 0.083 -0.675 -0.025 0.193 -0.016 -0.140 0.088 -0.228 -0.031 0.093 0.123 -0.242 -0.012 0.119 0.092 -0.015 -0.285 0.083 -0.198 0.086 0.084 -0.033 -0.125 -0.414 -0.031 0.057 0.098 0.113 -0.041 0.131 0.096 0.089 -0.009 0.122 -0.029 -0.038 1.510 -0.188 0.123 -0.157 0.123 0.089

---

# 6
The following is a quantum chemistry calculation of 2 unconnected molecules or ions with the total composition C6H15N3 in a non-equilibrium geometry, from the OMol25 dataset.

XYZ file:
```
24
Properties=species:S:1:pos:R:3:forces:R:3
H 4.127 0.555 -1.078 -0.2 -0.1 0.1
H -1.867 1.649 1.106 0.0 0.1 -0.3
C 3.349 -0.109 0.876 0.8 0.0 0.3
C 1.300 -0.011 -0.162 -0.1 0.3 0.1
C -1.986 -0.816 0.126 -0.6 -0.2 0.2
H -4.027 -0.135 0.620 -0.1 0.1 0.1
H 3.859 0.766 1.289 -0.1 -0.1 -0.1
H -1.561 -1.687 -0.373 0.1 0.1 0.0
N 1.899 0.058 1.000 -0.8 0.1 0.4
H 3.681 -0.990 1.431 -0.1 0.1 -0.1
C -3.540 -0.891 0.011 0.2 -0.1 -0.1
H -1.741 -0.860 1.189 0.2 0.0 0.0
H 1.938 -0.284 -2.113 -0.2 0.0 0.0
H 1.463 0.145 1.903 -0.2 0.0 -0.1
H -1.302 0.441 -1.573 -0.1 0.2 -0.1
H -3.860 -0.797 -1.024 -0.1 0.0 -0.1
N -1.890 1.684 0.073 -0.2 0.5 0.2
H 3.988 -1.202 -0.931 -0.1 0.1 0.1
C 3.531 -0.252 -0.643 0.9 -0.1 -0.1
C -1.517 0.405 -0.514 1.6 -0.8 -0.1
H -2.863 1.932 -0.194 0.2 0.0 0.1
H -3.846 -1.869 0.376 -0.1 0.0 0.0
H -1.289 2.453 -0.260 -0.1 -0.1 0.2
N 2.154 -0.183 -1.134 -0.8 0.0 -0.6
```
Positions in Å, forces in eV/Å.

## Properties
LUMO (alpha / beta) ... -9.012 / -10.233 eV
E_HOMO (alpha / beta) ... -0.6304 / -0.6321 Ha
Net charge ... +2
Energy above the lowest of the compared OMol25 structures with the same formula, charge and spin ... 357.14 kJ/mol

How is the electron density shared among the atoms? According to Löwdin, the charges in e are: 0.140 0.195 -0.086 -0.001 -0.233 0.081 0.139 0.132 0.056 0.139 -0.043 0.129 0.165 0.158 0.136 0.094 0.225 0.140 -0.084 -0.041 0.200 0.102 0.192 0.065